{
  "formula": "C28H47N5O5P2Ti",
  "method": "ωB97M-V with the def2-TZVPD basis set",
  "species": ["Ti", "C", "C", "C", "C", "C", "C", "C", "C", "C", "C", "C", "C", "H", "H", "H", "H", "H", "H", "H", "H", "H", "H", "H", "H", "H", "H", "H", "H", "H", "H", "C", "N", "C", "P", "O", "O", "P", "O", "N", "C", "C", "N", "C", "C", "N", "C", "C", "H", "H", "H", "H", "H", "H", "H", "H", "H", "H", "H", "H", "H", "H", "H", "H", "H", "H", "H", "H", "H", "H", "H", "H", "O", "C", "N", "C", "O", "C", "C", "C", "C", "C", "C", "H", "H", "H", "H", "H"],
  "xyz": [[0.000000, 0.000000, 0.000000], [-2.748300, -1.500200, -2.760000], [-1.920400, -0.263300, -2.911000], [-0.646800, -0.333500, -3.487700], [-0.175300, -1.580300, -4.167200], [0.180600, 0.794100, -3.483300], [1.544700, 0.716000, -4.091600], [-0.254300, 1.980200, -2.880800], [0.677700, 3.145000, -2.753000], [-1.571000, 2.082400, -2.416100], [-2.064200, 3.392900, -1.883200], [-2.416500, 0.968100, -2.464500], [-3.842500, 1.076200, -2.024000], [-3.309700, -1.714500, -3.669000], [-3.455300, -1.407400, -1.935600], [-2.131900, -2.367300, -2.519400], [-0.122800, -1.426000, -5.246300], [-0.838800, -2.428400, -4.005200], [0.816100, -1.871700, -3.815400], [2.294400, 0.435000, -3.349500], [1.837000, 1.669900, -4.536200], [1.585200, -0.018400, -4.898600], [0.518900, 3.868500, -3.554400], [1.723100, 2.833600, -2.780000], [0.546400, 3.657900, -1.799400], [-2.134100, 4.138400, -2.679700], [-1.398300, 3.784700, -1.111900], [-3.048100, 3.314100, -1.422900], [-3.921800, 1.020300, -0.937000], [-4.458300, 0.283300, -2.449800], [-4.296400, 2.010500, -2.356600], [-2.146100, -2.545000, 3.479000], [-2.421600, -1.114000, 3.542100], [-2.221900, -0.626900, 4.899300], [-1.845400, -0.212100, 2.275800], [-0.865200, -0.951100, 1.413200], [-1.168900, 1.075000, 2.945000], [0.050300, 1.863800, 2.277300], [0.041700, 1.730400, 0.784500], [-0.149600, 3.421600, 2.812100], [-0.363300, 3.624400, 4.240400], [-1.081100, 4.244600, 2.050500], [1.443800, 1.350900, 3.015300], [1.696900, -0.087900, 2.992400], [2.658400, 2.036600, 2.568600], [-3.205800, 0.315400, 1.504600], [-4.170800, 1.111500, 2.249300], [-3.014700, 0.885900, 0.175200], [-2.725100, -3.097300, 4.227200], [-1.082000, -2.752100, 3.636600], [-2.432700, -2.946700, 2.501500], [-2.783300, -1.224700, 5.625800], [-2.592500, 0.399200, 4.995600], [-1.163500, -0.637000, 5.179100], [0.399300, 3.103300, 4.827600], [-1.344400, 3.255100, 4.557500], [-0.287200, 4.684900, 4.505100], [-0.829500, 4.224800, 0.985300], [-1.033500, 5.294000, 2.361500], [-2.110800, 3.891500, 2.163600], [0.873400, -0.627400, 3.468400], [2.596200, -0.343300, 3.564100], [1.816100, -0.461100, 1.969900], [2.553200, 3.121300, 2.670900], [2.880800, 1.816200, 1.518800], [3.522400, 1.751100, 3.178900], [-4.476700, 0.600100, 3.166800], [-5.086900, 1.274300, 1.670600], [-3.757300, 2.086000, 2.527100], [-2.366700, 0.246900, -0.432900], [-2.566000, 1.882600, 0.226800], [-3.966900, 0.962100, -0.361300], [-1.107400, -2.630200, -1.625100], [0.063100, -2.736400, -1.297700], [0.745900, -1.789300, -0.620600], [2.006800, -2.229000, -0.424500], [2.867600, -1.592400, 0.160500], [2.160100, -3.556900, -1.014500], [3.244400, -4.427900, -1.083300], [3.054700, -5.659200, -1.737800], [1.800100, -5.986800, -2.301400], [0.721700, -5.086500, -2.216600], [0.938300, -3.875900, -1.563400], [4.200300, -4.166700, -0.648400], [3.875800, -6.360300, -1.810000], [1.667300, -6.936900, -2.802000], [-0.242800, -5.326700, -2.644300], [1.408200, -0.173100, 1.042400]],
  "forces_ev_per_angstrom": [[2.2, -0.9, -2.6], [-1.5, 0.3, -1.3], [-0.1, -0.2, 0.0], [-0.2, 0.2, 0.1], [0.0, -0.5, -0.1], [-0.1, -0.1, 0.3], [0.3, 0.1, -0.5], [-0.1, -0.2, 0.2], [0.3, 0.1, 0.1], [0.1, -0.2, 0.0], [-0.2, 0.3, 0.2], [0.1, 0.2, -0.2], [-1.6, 0.6, -4.9], [-0.4, 0.2, -0.2], [-0.1, 0.0, 0.0], [-1.7, 0.9, -1.6], [0.1, 0.0, 0.0], [0.0, 0.2, 0.0], [0.1, 0.0, -0.1], [0.1, 0.0, 0.0], [0.0, -0.1, 0.1], [0.0, 0.1, 0.2], [0.0, 0.1, 0.0], [-0.1, 0.0, -0.1], [-0.1, 0.1, -0.1], [0.1, 0.1, 0.1], [0.1, 0.1, -0.1], [0.0, 0.1, -0.1], [0.0, 2.1, -19.9], [0.1, 0.0, -0.1], [0.0, 0.1, -0.1], [0.0, -0.9, -0.7], [0.6, 0.3, 0.1], [0.0, 0.9, 0.6], [-2.8, -1.6, 1.3], [-1.6, -0.1, 1.1], [0.4, -0.2, 0.1], [2.3, 1.8, 2.3], [-1.2, 1.9, -0.2], [-0.1, -0.3, -0.7], [0.4, -0.3, 0.9], [-0.1, 0.3, -0.9], [-0.6, -0.4, -0.4], [0.3, -1.0, 2.4], [0.4, 1.1, -0.3], [1.0, -0.1, -0.2], [-0.4, -0.1, 0.9], [2.5, -0.8, 5.5], [0.0, 0.4, -0.1], [-0.1, -0.1, 0.0], [0.1, 0.1, 0.1], [0.1, -0.1, -0.4], [0.1, -0.1, 0.0], [0.0, 0.0, 0.1], [-0.1, 0.0, -0.2], [0.0, 0.1, 0.0], [0.0, -0.2, -0.4], [0.0, -0.1, 0.2], [0.1, -0.3, 0.1], [-0.1, 0.1, 0.1], [0.0, 0.0, -0.1], [-0.1, 0.4, 0.1], [0.7, -0.4, 1.3], [-0.1, -0.2, 0.0], [0.1, -0.1, 0.1], [-0.4, -0.2, 0.0], [0.1, 0.0, -0.1], [0.3, -0.1, -0.1], [0.0, 0.1, -0.1], [-0.5, -0.1, 0.2], [-0.2, 0.2, -0.2], [-1.0, -2.0, 19.0], [2.6, -1.4, 3.2], [-0.9, -0.5, -0.4], [-0.7, 1.0, -0.3], [2.5, 0.9, 1.2], [0.2, -0.6, -0.2], [0.6, -1.3, -0.4], [-0.3, -0.3, -0.2], [-0.8, 0.6, 0.0], [0.2, 0.8, 0.4], [0.5, -0.1, 0.1], [0.4, -1.3, -0.6], [0.0, 0.0, 0.0], [0.0, 0.0, 0.0], [0.0, 0.0, 0.0], [0.0, 0.0, 0.0], [-1.9, 0.8, -3.5]],
  "charge": 1,
  "de_lowest_kcal_mol": 0.0,
  "s_squared": 0.757,
  "lumo_energy_ev": [-2.119, -2.117],
  "orbital_gap_ev": [8.27, 8.30],
  "spin_multiplicity": 2
}